1.
{"formula": "C2H2BrO3", "method": "wB97M-V/def2-TZVPD", "symbols": ["Br", "O", "O", "O", "C", "C", "H", "H"], "positions_angstrom": [[0.18057, -1.95991, -1.75420], [-1.64018, 0.13468, -0.19480], [1.86487, -0.33005, -0.31162], [0.02444, 1.27753, 0.91959], [0.70988, -0.42387, -0.54476], [-0.51238, 0.05417, 0.33446], [-0.33961, -0.73739, 1.21487], [-0.28760, 1.98484, 0.33645]], "charge": -1, "multiplicity": 1, "e_homo_ha": -0.1430, "smiles": "O=C(Br)[C@H]([O-])O", "de_lowest_kj_mol": 172.48, "e_tot_ev": -78291.9854}

***

2.
{"formula": "C45H115N5O15", "method": "wB97M-V/def2-TZVPD", "symbols": ["O", "O", "O", "O", "O", "O", "O", "O", "O", "O", "O", "O", "O", "O", "O", "N", "N", "N", "N", "N", "C", "C", "C", "C", "C", "C", "C", "C", "C", "C", "C", "C", "C", "C", "C", "C", "C", "C", "C", "C", "C", "C", "C", "C", "C", "C", "C", "C", "C", "C", "C", "C", "C", "C", "C", "C", "C", "C", "C", "C", "C", "C", "C", "C", "C", "H", "H", "H", "H", "H", "H", "H", "H", "H", "H", "H", "H", "H", "H", "H", "H", "H", "H", "H", "H", "H", "H", "H", "H", "H", "H", "H", "H", "H", "H", "H", "H", "H", "H", "H", "H", "H", "H", "H", "H", "H", "H", "H", "H", "H", "H", "H", "H", "H", "H", "H", "H", "H", "H", "H", "H", "H", "H", "H", "H", "H", "H", "H", "H", "H", "H", "H", "H", "H", "H", "H", "H", "H", "H", "H", "H", "H", "H", "H", "H", "H", "H", "H", "H", "H", "H", "H", "H", "H", "H", "H", "H", "H", "H", "H", "H", "H", "H", "H", "H", "H", "H", "H", "H", "H", "H", "H", "H", "H", "H", "H", "H", "H", "H", "H"], "positions_angstrom": [[9.07455, -0.63178, 0.49740], [0.27742, 4.57151, -4.81425], [1.98281, 3.53965, 4.33934], [-0.38666, 3.81048, 6.01039], [-1.69008, 1.54010, -0.77281], [4.43081, 0.40572, 1.81530], [-0.19384, -0.69669, -4.53652], [-2.84648, -6.80629, -9.09000], [4.80437, -2.82526, -0.81855], [-5.33920, 3.28847, 1.79468], [-3.96276, -0.08465, -0.49212], [-1.23444, -2.73286, 3.51267], [-8.50706, 2.15061, -1.62308], [0.72539, 0.41981, 7.97233], [-0.42749, -4.40854, -3.60299], [-5.63918, 2.06481, -0.79813], [8.39554, -3.66662, -0.07263], [-0.74806, -5.78042, -6.98752], [3.17704, 0.92634, 5.16591], [-1.79965, 2.44142, -3.40878], [-3.26064, -6.74928, -10.45079], [-0.30901, -4.33848, -5.00768], [-3.69046, -2.35514, -0.11569], [0.09128, -0.11271, -0.43667], [0.92288, -2.95630, 2.59800], [-0.43970, 1.31595, -0.25465], [-4.55647, 2.92471, -0.43891], [-4.72019, -1.24638, -0.19912], [3.97304, -2.70890, 0.28677], [-1.43884, 3.85252, -3.25672], [1.81254, 1.03971, 7.22801], [0.47578, 1.00836, 9.25213], [-2.71230, 3.88234, 6.11949], [2.06046, 0.29496, 5.89411], [0.03524, -0.57284, -5.92346], [-5.21163, 3.20187, 3.20405], [-7.50162, 1.54283, -2.41444], [0.63549, 5.10638, -6.09935], [3.38245, 0.23453, 3.89585], [-1.50189, 2.94911, 6.04469], [7.12972, -2.80519, -0.07728], [2.40387, 4.64823, 3.57331], [5.98284, -3.64068, -0.70079], [-1.25605, 0.17267, -4.13423], [-1.11321, 4.56296, -4.59516], [9.49981, 0.65231, -0.01603], [-4.18809, 2.78507, 1.02102], [-0.43183, 1.64459, 1.29049], [-6.12246, 2.21312, -2.15217], [-0.34280, -3.19310, -2.88141], [-1.40898, -7.08014, -8.89816], [10.01049, -1.64541, 0.10738], [9.48351, -3.00874, 0.65258], [-1.53998, 2.02869, 4.77475], [0.11391, -2.86047, 3.89465], [-0.40503, -5.76258, -5.53440], [4.48256, 0.91845, 3.11018], [2.07690, 5.95252, 4.25012], [-5.44123, -1.04254, 1.15753], [-0.95534, -7.13499, -7.48265], [-0.74989, 1.64596, -4.05830], [0.12831, -4.14660, 4.68015], [1.64144, 4.44267, 2.30024], [5.03072, 1.18247, 0.82509], [-9.77039, 1.53496, -1.73983], [2.09221, 3.56772, 1.83187], [3.45283, -3.65134, 0.45796], [0.15053, 1.78734, -3.46051], [-1.68665, -2.25038, 4.20861], [2.67379, 6.09724, 5.15060], [3.15965, -1.99147, 0.17823], [10.16637, -1.69366, -0.97034], [-1.21822, -3.85100, -5.35953], [4.35406, 1.99662, 3.20575], [-0.99200, 0.86836, 1.81181], [-10.42033, 2.08841, -1.06206], [-1.24515, -6.20358, -4.99791], [-0.52590, 0.69622, 9.54761], [-2.69158, 4.58010, 5.28235], [4.38615, 2.02830, 0.58594], [9.21572, -2.99733, 1.70911], [-0.58654, -4.25784, 5.49545], [-1.61040, -5.27034, -7.11519], [-0.53986, -0.89092, -0.00755], [-4.48854, 3.89758, 3.62975], [-4.96914, 2.17910, 3.49259], [-4.98408, 3.91655, -0.58560], [0.84578, -2.01841, 2.04799], [0.60221, -3.94008, -5.45385], [0.03878, -7.57405, -7.39874], [-9.90682, 0.50510, -1.40990], [-0.46651, 2.06339, -5.02451], [-6.15862, 3.53226, 3.63084], [-0.78865, -6.48367, -9.56712], [0.18126, 1.98030, -0.85561], [8.81618, 1.43836, 0.30471], [-3.69442, 3.40968, 6.10794], [-2.57308, -6.35251, -11.19773], [9.51894, 0.69798, -1.10490], [2.76165, 1.16779, 7.74848], [6.20806, -3.96564, -1.71655], [0.38597, 6.15950, -6.22893], [3.69007, -0.79300, 4.08993], [5.45444, 0.60369, 3.49029], [-10.10831, 1.67748, -2.76629], [1.10186, 0.43780, 5.39534], [0.55384, 0.34646, -6.19558], [1.11953, -4.37620, 5.07111], [2.95334, 1.89142, 4.96925], [10.94776, -1.44757, 0.62746], [-2.23576, 0.78102, -0.55458], [1.95932, -3.19167, 2.83986], [0.47324, 2.09553, 9.17368], [6.02016, 1.49240, 1.16133], [-2.17934, 4.41783, -2.69088], [4.50281, -2.37862, 1.18028], [-0.62900, 1.44119, 4.66043], [2.16806, -0.77942, 6.04318], [10.38927, -3.61508, 0.65918], [-1.48107, 2.33189, 6.94286], [-3.97826, 1.74725, 1.27985], [-6.01161, -1.93613, 1.41103], [1.03304, -0.30300, 0.07810], [0.55691, 4.36788, 2.37961], [8.18850, -4.53957, 0.39127], [1.40169, 2.00475, 6.93135], [5.07173, 0.69855, -0.15074], [0.61189, -2.66906, -2.83615], [0.56014, -3.64896, 1.83857], [-5.42932, 1.90961, -2.93673], [1.01579, 6.04711, 4.48079], [-3.33337, 3.41805, 1.25953], [1.70652, 5.17761, -6.28890], [-5.43510, -1.42298, -1.00275], [-1.57524, -0.19377, -3.15856], [-6.40100, 2.46257, -0.26754], [-1.04711, -2.44160, -3.23819], [7.27106, -1.89730, -0.66369], [2.26484, 6.80811, 3.60147], [-1.63161, -7.73115, -6.87000], [1.10384, 3.71004, 4.68574], [-2.00515, 2.05631, -2.49798], [-1.36547, -8.11058, -9.25085], [2.38485, 0.26104, 3.45745], [0.71546, -1.37872, -6.19905], [0.25520, -0.39011, -1.47796], [-7.40619, 0.48550, -2.16738], [-6.30120, 3.26812, -2.35986], [-3.32542, -7.81200, -10.68432], [-4.10490, -3.36093, -0.04692], [-3.08098, -2.27587, 0.78450], [0.46690, -6.34985, -5.24639], [-0.51554, -3.52749, -1.85845], [-1.20826, 5.63174, -4.40343], [0.29868, -1.99520, 4.53126], [-4.76081, -0.88744, 1.99482], [-3.68691, 2.94916, -1.09569], [10.49092, 0.81323, 0.40812], [6.87450, -2.41624, 0.90846], [-0.13262, -4.94457, 3.98498], [1.17908, 0.59472, 9.97488], [-4.25126, -6.29480, -10.46569], [-1.67023, 2.64523, 3.88536], [-0.87664, -0.62554, -6.51827], [1.88736, 5.28986, 1.66000], [-7.77892, 1.59621, -3.46722], [-0.50937, 3.85350, -2.68735], [3.46871, 4.44178, 3.46563], [-6.07136, -0.16040, 1.04404], [5.73190, -4.53934, -0.13728], [-0.97483, 2.57675, 1.44649], [-4.56301, 0.66030, -0.57187], [-2.35874, 1.31116, 4.82837], [-3.04589, -2.44031, -0.99055], [-2.11994, 0.16142, -4.79881], [0.56756, 1.66853, 1.72495], [-2.73647, 4.53490, 6.99224], [-0.40355, 4.28307, 6.84583], [-1.73797, 4.18619, -5.40499], [0.16567, 4.56804, -6.92248]], "charge": 0, "multiplicity": 1, "e_homo_ha": -0.2983, "smiles": "COCCNCCOC.COCCNCCOC.COCCNCCOC.COCCNCCOC.COCCNCCOC.CC(C)O.CC(C)O.CC(C)O.CC(C)O.CC(C)O", "de_lowest_kj_mol": 430.55, "e_tot_ev": -86683.4421}

***

3.
{"formula": "C7H18ClI2OP2Tc", "method": "wB97M-V/def2-TZVPD", "symbols": ["I", "I", "Tc", "Cl", "P", "P", "O", "C", "C", "C", "C", "C", "C", "C", "H", "H", "H", "H", "H", "H", "H", "H", "H", "H", "H", "H", "H", "H", "H", "H", "H", "H"], "positions_angstrom": [[1.16176, -1.33576, 1.98657], [-3.20335, -0.41971, -0.29699], [-0.01483, -0.03366, 0.02777], [-0.49510, 1.41535, -1.82463], [-0.46509, 1.71261, 1.57790], [0.30548, -1.87797, -1.42180], [2.77553, 1.09783, -0.59159], [0.69861, 2.01089, 2.96329], [-0.41536, 3.36126, 0.78735], [0.61935, -1.34435, -3.14575], [1.74678, -2.98642, -1.19531], [-2.06761, 1.71373, 2.44302], [1.73161, 0.64465, -0.33168], [-1.04736, -3.08377, -1.60269], [1.52071, -0.72307, -3.16557], [-2.24207, 2.70912, 2.86693], [-2.04744, 0.96183, 3.23836], [0.37280, 2.90206, 3.51539], [1.67451, -3.51107, -0.23727], [-1.14636, 3.39189, -0.02395], [-0.91195, -3.65070, -2.53247], [-2.85592, 1.45094, 1.72729], [0.71849, 1.14309, 3.63215], [2.66987, -2.39523, -1.21505], [1.76484, -3.71364, -2.02012], [0.58266, 3.52303, 0.36751], [-0.63126, 4.12956, 1.53841], [-2.00289, -2.54385, -1.61302], [-0.22514, -0.74270, -3.49055], [-1.03746, -3.76301, -0.74339], [0.76062, -2.22364, -3.78452], [1.70557, 2.18067, 2.56442]], "charge": 3, "multiplicity": 4, "e_homo_ha": [-0.7405, -0.7408], "s2": 3.843, "de_lowest_kj_mol": 113.98, "e_tot_ev": -59066.0778}